This record from the OMol25 dataset describes a 7-piece molecular cluster, C7H28N14O7 overall at a distorted geometry. The level of theory is ωB97M-V with the def2-TZVPD basis set.

Last columns: bonded neighbours and bond lengths (Å).
Cartesian coordinates (Å):
1 N 4.5608 9.0948 -3.8528  C2 1.266, H5 1.010, H6 1.010
2 C 3.9966 7.9710 -3.7050  N1 1.266, N3 1.273, O4 1.212
3 N 4.8976 7.0721 -3.6914  C2 1.273, H7 1.010, H8 1.010
4 O 2.8237 7.7893 -3.4578  C2 1.212
5 H 5.5652 9.1686 -3.7762  N1 1.010
6 H 3.9586 9.9039 -3.8000  N1 1.010
7 H 5.6696 7.2442 -4.3195  N3 1.010
8 H 4.5636 6.1251 -3.5825  N3 1.010
9 N -5.0381 2.4271 3.6138  C10 1.333, H13 1.010, H14 1.010
10 C -3.9593 2.9778 4.1716  N9 1.333, N11 1.281, O12 1.185
11 N -4.0105 3.0356 5.4504  C10 1.281, H15 1.010, H16 1.010
12 O -2.8902 3.2517 3.7405  C10 1.185
13 H -5.9795 2.4478 3.9792  N9 1.010
14 H -4.9391 2.3607 2.6109  N9 1.010
15 H -4.8944 2.8016 5.8794  N11 1.010
16 H -3.1596 3.3207 5.9138  N11 1.010
17 N -7.8320 -2.8998 0.2000  C18 1.343, H21 1.010, H22 1.010
18 C -6.8072 -3.3894 -0.5163  N17 1.343, N19 1.344, O20 1.222
19 N -5.6960 -2.8403 0.0025  C18 1.344, H23 1.010, H24 1.010
20 O -6.8257 -3.9272 -1.6129  C18 1.222
21 H -8.7999 -2.7472 -0.0449  N17 1.010
22 H -7.6039 -2.8102 1.1798  N17 1.010
23 H -4.7748 -3.0626 -0.3470  N19 1.010
24 H -5.8402 -2.5111 0.9463  N19 1.010
25 N 6.3303 1.1842 -5.0107  C26 1.274, H29 1.010, H30 1.010
26 C 6.6114 0.1184 -4.3712  N25 1.274, N27 1.304, O28 1.218
27 N 5.7576 -0.7904 -4.7511  C26 1.304, H31 1.010, H32 1.010
28 O 7.7045 -0.1370 -3.8989  C26 1.218
29 H 7.0624 1.8521 -5.2058  N25 1.010
30 H 5.7204 1.0458 -5.8038  N25 1.010
31 H 5.0403 -0.5388 -5.4162  N27 1.010
32 H 6.0984 -1.7394 -4.8095  N27 1.010
33 N -0.1562 0.3435 -0.3479  C34 1.303, H37 1.010, H38 1.010
34 C 0.5255 -0.4363 -1.1385  N33 1.303, N35 1.286, O36 1.250
35 N 1.5923 0.0834 -1.6349  C34 1.286, H39 1.010, H40 1.010
36 O 0.2048 -1.6370 -1.2739  C34 1.250
37 H 0.1296 1.3116 -0.3828  N33 1.010
38 H -0.9163 -0.0473 0.1903  N33 1.010
39 H 2.2130 -0.6108 -2.0259  N35 1.010
40 H 1.9444 0.9606 -1.2790  N35 1.010
41 N 0.9610 -0.1214 5.2540  C42 1.320, H45 1.010, H46 1.010
42 C 1.1442 -0.4449 6.5203  N41 1.320, N43 1.303, O44 1.212
43 N 0.0492 -0.7479 7.1576  C42 1.303, H47 1.010, H48 1.010
44 O 2.1323 -0.3299 7.2134  C42 1.212
45 H 0.0221 -0.1023 4.8823  N41 1.010
46 H 1.7726 0.1639 4.7248  N41 1.010
47 H -0.7223 -1.2097 6.6977  N43 1.010
48 H 0.0957 -0.3567 8.0876  N43 1.010
49 N -1.2293 -6.8763 -0.1397  C50 1.272, H53 1.010, H54 1.010
50 C -1.3135 -7.8743 -0.9236  N49 1.272, N51 1.331, O52 1.187
51 N -0.3999 -8.0181 -1.8804  C50 1.331, H55 1.010, H56 1.010
52 O -2.2541 -8.5987 -0.9325  C50 1.187
53 H -2.0239 -6.9549 0.4789  N49 1.010
54 H -0.9099 -6.0165 -0.5625  N49 1.010
55 H 0.4169 -7.4318 -1.9749  N51 1.010
56 H -0.5889 -8.8476 -2.4248  N51 1.010

Output
E_tot: -1576.8482 a.u.
HOMO level: -0.348 hartree
energy above the lowest of the compared OMol25 structures with the same formula, charge and spin: 160.9 kcal per mole
structure (SMILES): NC(N)=O.NC(N)=O.NC(N)=O.NC(N)=O.NC(N)=O.NC(N)=O.NC(N)=O
gap between HOMO and LUMO: 9.4209 eV